# C4H9N3O

The molecule C4H9N3O (the ωB97M-V functional and the def2-TZVPD basis, the Open Molecules 2025 dataset).

HOMO level: -8.37 eV
gap between HOMO and LUMO: 9.340 eV
SMILES: C[C@@H](O)N1N=CCN1
DFT total energy: -10808.4734 eV
energy above the lowest of the compared OMol25 structures with the same formula, charge and spin: 92.0 kcal per mole
LUMO: 0.9656 eV

Last column: Mulliken charge in e.
Geometry (Å):
C -0.613 -0.120 -1.873  -1.160
C -0.606 0.940 -0.796  0.086
O -1.670 1.746 -0.892  -0.549
N -0.429 0.343 0.594  0.324
N -0.480 -1.026 0.466  -0.538
C 0.553 -1.533 0.963  -0.277
C 1.569 -0.427 1.468  -0.331
N 0.692 0.813 1.290  -0.503
H -1.454 -0.729 -1.569  0.365
H -0.672 0.366 -2.811  0.372
H 0.265 -0.780 -1.734  0.281
H 0.212 1.585 -1.019  0.363
H -2.529 1.252 -0.568  0.344
H 0.627 -2.586 0.791  0.422
H 1.716 -0.573 2.584  0.287
H 2.437 -0.471 0.830  0.232
H 0.382 1.199 2.278  0.284